{"formula": "C53H136CaN10O19", "method": "the ωB97M-V functional and the def2-TZVPD basis", "homo_energy_ev": -7.11, "spin_multiplicity": 1, "orbital_gap_ha": 0.26335, "fmax_ev_per_a": 3.8, "charge": 0, "e_lumo_ev": 0.0533, "total_energy_ha": -4755.84204, "elements": ["Ca", "C", "C", "C", "C", "C", "C", "N", "O", "C", "C", "C", "H", "H", "H", "H", "H", "H", "H", "H", "H", "H", "H", "H", "H", "H", "H", "H", "H", "H", "C", "C", "C", "C", "C", "C", "N", "O", "C", "C", "C", "H", "H", "H", "H", "H", "H", "H", "H", "H", "H", "H", "H", "H", "H", "H", "H", "H", "H", "C", "C", "C", "O", "H", "H", "H", "H", "H", "H", "H", "H", "C", "C", "C", "O", "H", "H", "H", "H", "H", "H", "H", "H", "C", "C", "C", "O", "H", "H", "H", "H", "H", "H", "H", "H", "C", "C", "C", "O", "H", "H", "H", "H", "H", "H", "H", "H", "C", "C", "C", "O", "H", "H", "H", "H", "H", "H", "H", "H", "C", "C", "C", "O", "H", "H", "H", "H", "H", "H", "H", "H", "C", "C", "C", "O", "H", "H", "H", "H", "H", "H", "H", "H", "C", "C", "C", "O", "H", "H", "H", "H", "H", "H", "H", "H", "C", "C", "C", "O", "H", "H", "H", "H", "H", "H", "H", "H", "C", "C", "O", "O", "H", "H", "H", "H", "H", "H", "C", "C", "O", "O", "H", "H", "H", "H", "H", "H", "C", "O", "N", "N", "H", "H", "H", "H", "C", "O", "N", "N", "H", "H", "H", "H", "C", "O", "N", "N", "H", "H", "H", "H", "C", "O", "N", "N", "H", "H", "H", "H"], "xyz": [[-0.4625, -1.4072, -2.4526], [3.2518, -3.4425, -1.8551], [3.1914, -3.7718, -3.3396], [3.6623, -5.2448, -3.5394], [3.4600, -5.6769, -5.0027], [1.9688, -5.6703, -5.3042], [1.4352, -4.2605, -5.2007], [1.7209, -3.7694, -3.7855], [1.2040, -2.4768, -3.6359], [-0.0761, -4.3324, -5.3995], [1.8508, -3.3331, -6.3658], [4.0391, -2.7491, -4.0820], [2.9834, -2.3776, -1.7764], [4.3154, -3.6157, -1.5124], [2.5340, -4.0994, -1.3749], [3.0588, -6.0209, -2.9732], [4.6634, -5.4375, -3.1598], [3.8823, -6.6723, -5.1908], [4.0089, -4.9426, -5.6130], [1.4432, -6.3218, -4.5865], [1.8332, -6.0289, -6.3231], [-0.4944, -5.1829, -4.8782], [-0.3308, -4.3810, -6.4735], [-0.4670, -3.3685, -5.0837], [1.1719, -2.4958, -6.4221], [1.7061, -3.8939, -7.2640], [2.8394, -2.9435, -6.3743], [3.5575, -1.8335, -3.8748], [4.2194, -2.8436, -5.1475], [5.0082, -2.7461, -3.5663], [1.1810, -0.8021, 2.1101], [0.0707, -1.2217, 1.0907], [-1.3224, -1.2785, 1.7744], [-1.7884, 0.1483, 2.1288], [-1.9249, 0.9749, 0.8565], [-0.5861, 1.0953, 0.1049], [-0.0408, -0.2881, -0.1214], [1.0035, -0.3563, -1.0494], [0.4814, 2.0166, 0.9016], [-0.7860, 1.7821, -1.2170], [0.3874, -2.6249, 0.4439], [1.6490, -1.7087, 2.5273], [0.7714, -0.1632, 2.8692], [1.8973, -0.1704, 1.5886], [-1.2234, -1.9001, 2.6379], [-2.0622, -1.6714, 1.0739], [-1.1448, 0.5335, 2.9295], [-2.7596, 0.1144, 2.7046], [-2.2301, 2.0313, 1.0450], [-2.7795, 0.7071, 0.1860], [-0.0073, 3.0335, 0.9930], [1.4334, 2.0420, 0.3875], [0.5827, 1.5174, 1.8698], [-1.4673, 2.6198, -1.1326], [-1.1251, 1.0715, -1.9869], [0.1804, 2.1392, -1.5139], [-0.3278, -2.9588, -0.3567], [0.1476, -3.3955, 1.1845], [1.3771, -2.6327, -0.0236], [-0.9987, 6.4808, -1.1292], [-2.4302, 6.1980, -0.6603], [-3.2384, 5.1838, -1.3861], [-2.3110, 5.7441, 0.7656], [-0.6912, 7.2080, -0.3792], [-0.8860, 6.9333, -2.1078], [-0.4501, 5.5730, -1.0199], [-2.9827, 7.1608, -0.7102], [-2.6687, 4.2541, -1.4204], [-3.4647, 5.4779, -2.4193], [-4.1948, 4.9941, -0.9175], [-1.5904, 6.1089, 1.2982], [-2.5613, 3.6664, 3.6508], [-3.8511, 4.5738, 3.5065], [-3.5378, 5.9795, 3.9467], [-4.2543, 4.5183, 2.1110], [-2.5555, 2.8225, 2.9909], [-2.4645, 3.3464, 4.6886], [-1.6961, 4.2220, 3.3573], [-4.6588, 4.1498, 4.0777], [-2.5274, 6.3167, 3.5572], [-3.4111, 6.0292, 5.0128], [-4.3384, 6.6520, 3.5231], [-3.5024, 4.9150, 1.6117], [1.5310, 4.7161, 3.8659], [2.4355, 5.0256, 2.6835], [1.8669, 5.9900, 1.6492], [3.6467, 5.6454, 3.0483], [1.2992, 5.5324, 4.5847], [1.9384, 3.9108, 4.5224], [0.5631, 4.3714, 3.4480], [2.6424, 4.1034, 2.0822], [2.4953, 5.9020, 0.7709], [1.8909, 7.0036, 2.0094], [0.8016, 5.8115, 1.4547], [4.1248, 4.9484, 3.4748], [1.9926, -5.7946, 3.4922], [0.5371, -6.0643, 3.2133], [0.2960, -6.3576, 1.7510], [0.0284, -7.1608, 3.9923], [2.2162, -5.8338, 4.5862], [2.2627, -4.8887, 2.9837], [2.5135, -6.6751, 3.0200], [-0.0384, -5.1801, 3.5547], [0.8200, -7.3100, 1.5813], [0.6296, -5.5374, 1.1428], [-0.7547, -6.5561, 1.5149], [-0.4957, -6.8609, 4.7429], [-4.4671, -3.9896, 0.6733], [-5.9061, -4.4244, 0.8942], [-6.1763, -5.8236, 0.6466], [-6.2820, -4.1049, 2.2551], [-4.2637, -2.9751, 0.8623], [-4.2317, -4.1955, -0.3879], [-3.7011, -4.6104, 1.2352], [-6.5170, -3.8146, 0.2778], [-5.9742, -6.1268, -0.3704], [-7.2377, -5.9594, 0.8559], [-5.5695, -6.4961, 1.3040], [-6.0337, -3.2111, 2.5289], [2.3282, 5.6552, -2.2763], [1.8593, 4.8493, -3.4412], [1.8185, 5.6862, -4.6651], [2.8068, 3.8062, -3.6823], [3.2077, 6.2655, -2.6135], [2.6905, 5.0298, -1.4714], [1.6447, 6.4513, -1.9723], [0.9034, 4.4414, -3.2105], [1.2438, 6.6147, -4.4866], [1.4310, 5.1356, -5.5068], [2.8813, 5.8976, -4.8130], [2.4969, 3.1281, -3.0658], [-6.1881, 0.0456, 1.9328], [-5.4823, 1.3755, 1.6540], [-5.5823, 1.7515, 0.2240], [-6.0417, 2.3443, 2.4647], [-7.2666, -0.0273, 1.7596], [-5.9953, -0.1493, 2.9851], [-5.8051, -0.8368, 1.4028], [-4.4420, 1.3112, 1.8854], [-5.1912, 2.7092, -0.0654], [-6.6903, 1.8080, 0.0033], [-5.2038, 1.0081, -0.4855], [-5.7005, 3.2041, 2.1611], [5.1825, -3.5274, 4.3848], [4.9895, -2.8752, 5.7302], [6.0536, -1.8236, 6.0594], [3.6453, -2.4090, 5.8740], [6.1864, -4.0098, 4.4158], [5.1417, -2.7237, 3.6500], [4.4167, -4.2564, 4.2518], [5.1818, -3.6802, 6.4972], [6.1299, -1.0932, 5.1972], [7.0633, -2.2991, 6.1569], [5.7482, -1.2372, 6.8896], [3.5611, -1.7686, 6.5516], [-0.1270, -0.8896, 6.0756], [0.0183, 0.5406, 6.2483], [1.3748, 1.0704, 5.7906], [-1.0042, 1.1402, 5.4101], [0.0360, -1.2806, 5.0716], [-1.0625, -1.1808, 6.4309], [0.6623, -1.3756, 6.6528], [-0.1911, 0.7051, 7.3414], [1.3779, 1.0638, 4.6902], [2.2613, 0.4812, 6.0256], [1.5648, 2.1046, 6.0754], [-1.2304, 2.0441, 5.6181], [-2.6493, 2.2843, -6.1351], [-2.8784, 3.4605, -5.2020], [-1.9342, 3.4046, -4.1718], [-2.9150, 1.1224, -5.3886], [-1.6211, 2.2509, -6.4327], [-3.2292, 2.3675, -7.0811], [-3.8986, 3.4188, -4.8887], [-2.6719, 4.3578, -5.7548], [-2.0482, 2.5414, -3.7956], [-2.1824, 0.4963, -5.3248], [3.8608, 1.6215, -1.4957], [4.2182, 0.2403, -0.9681], [3.4615, -0.1894, 0.1623], [2.5409, 1.7311, -1.9929], [4.6061, 1.8795, -2.2353], [3.9461, 2.3850, -0.6859], [5.2740, 0.2083, -0.6640], [4.0736, -0.4876, -1.8184], [2.5279, -0.2455, -0.1968], [1.9985, 0.9245, -1.9084], [-1.4950, -4.5682, -2.2030], [-1.8135, -3.3817, -2.3400], [-2.4280, -5.4982, -2.0468], [-0.2157, -4.9682, -2.1079], [-2.3066, -6.4459, -1.9120], [-3.3261, -5.0424, -1.8475], [-0.0929, -5.9934, -2.1698], [0.5102, -4.4873, -2.6178], [4.7225, 2.0181, 3.1675], [4.5314, 2.9092, 3.9774], [6.0413, 1.7003, 2.7813], [3.6919, 1.2660, 2.7427], [6.8018, 2.2659, 3.0825], [6.3229, 1.1221, 1.9859], [2.8237, 1.5978, 3.0958], [3.7130, 0.5523, 2.0155], [0.7623, 0.7565, -4.3385], [-0.4231, 0.3824, -4.0592], [0.9547, 1.9551, -4.9282], [1.7842, -0.0427, -4.1834], [1.8298, 2.4247, -4.8897], [0.1150, 2.5383, -4.7650], [2.5948, 0.2457, -4.7750], [1.7712, -1.0965, -4.0637], [-3.8147, -0.5636, -2.5490], [-2.6255, -0.5062, -2.8965], [-4.6543, 0.4432, -2.9497], [-4.3081, -1.5324, -1.7996], [-4.2754, 0.9148, -3.7494], [-5.5654, 0.0822, -2.7969], [-3.9272, -2.4418, -1.5752], [-5.2644, -1.4362, -1.4532]], "forces_ev_per_a": [[0.167, 0.322, 0.181], [0.728, 0.364, -0.746], [-0.902, -1.855, -0.923], [-0.951, -1.040, -0.185], [0.696, 0.100, 0.539], [1.120, 0.238, -0.219], [-0.379, 0.555, 0.306], [0.527, -0.130, -0.376], [-0.243, -0.017, 0.207], [-0.063, 0.541, -0.278], [-0.152, -0.217, 0.627], [0.952, -0.878, 0.623], [-0.016, -0.445, 0.588], [-1.262, 0.188, -0.070], [0.078, 0.097, 0.544], [0.195, 1.276, -0.021], [0.363, 0.456, -0.232], [0.047, 0.209, 0.071], [-0.276, -0.420, -0.269], [0.107, 0.105, -0.302], [-0.373, -0.172, -0.038], [-0.413, -0.022, 0.190], [0.220, -0.365, 0.426], [-0.420, -0.145, 0.380], [-0.195, 0.374, 0.150], [-0.008, -0.407, -0.750], [0.778, 0.137, 0.103], [-0.247, 1.308, -0.006], [-0.109, -0.293, 0.116], [-0.006, 0.202, -0.233], [-0.351, -0.687, -1.161], [0.069, -0.048, -1.761], [0.462, 1.498, -1.034], [-1.337, -0.778, 1.028], [0.136, 1.508, 0.057], [1.514, -0.103, 0.704], [-2.292, -0.228, 0.467], [0.939, 0.002, 0.345], [-2.505, -0.619, 0.121], [0.005, -0.847, -0.583], [-1.029, 0.456, 0.019], [-0.002, 0.524, 0.045], [-0.263, -0.087, 0.701], [0.082, -0.542, 0.160], [-0.144, -0.511, 0.680], [0.107, -0.413, -0.052], [0.198, 0.483, -0.600], [0.616, -0.169, -0.794], [0.339, -0.461, 0.414], [0.841, -0.729, 0.318], [0.840, -0.927, 0.061], [0.099, 0.101, -0.199], [0.174, 0.823, 0.055], [-0.196, 0.118, 0.059], [-0.226, 0.567, 0.283], [0.399, 0.424, -0.551], [0.299, 0.900, 0.482], [0.894, 0.000, 0.207], [-0.060, -0.318, 0.609], [-1.280, 0.304, 0.850], [0.431, 1.368, 0.975], [0.219, -0.867, -0.532], [-0.527, -0.029, -1.166], [0.716, 0.100, -0.164], [-0.211, -0.147, -0.219], [0.743, -0.580, -0.140], [0.205, -0.395, 0.524], [-0.193, -0.118, -0.131], [0.323, 0.125, 0.223], [-0.178, 0.015, 0.368], [-0.021, 0.318, -0.744], [-1.413, 0.761, 0.561], [1.798, -1.285, -1.348], [0.343, 1.004, -1.409], [0.171, 0.329, 0.860], [-0.507, -0.674, -0.124], [0.136, -0.038, -0.027], [0.661, 0.609, 0.021], [-0.391, -0.156, 0.163], [-1.160, -0.314, 0.083], [-0.416, 0.198, 0.597], [0.864, -0.415, 0.855], [-0.507, -0.124, -0.056], [-0.659, -0.668, 0.631], [-0.244, 0.473, -0.918], [-0.820, -0.283, 0.427], [-0.068, 0.102, 0.010], [0.372, 0.024, -0.854], [-0.123, 0.375, -0.717], [0.384, -0.037, 0.353], [-0.134, 0.180, 0.827], [-0.265, 0.180, -0.337], [0.329, 0.523, 0.298], [0.245, -0.386, -0.401], [0.988, -0.674, 0.689], [0.293, -2.226, 0.209], [-1.511, 0.976, 1.194], [-0.371, -0.963, 0.514], [0.216, -0.482, -0.184], [-0.156, 0.459, -0.923], [0.495, 0.514, 0.054], [0.054, 0.939, 0.469], [0.137, -0.086, -0.458], [0.106, 0.394, -0.487], [0.450, 0.118, -0.475], [0.023, 0.187, 0.264], [0.250, 0.185, -0.245], [1.073, -2.578, -0.689], [1.565, 2.609, 1.887], [-0.210, -2.184, 0.771], [-0.205, -0.649, 0.127], [0.045, 1.410, 0.341], [-0.027, 0.272, 0.283], [-1.061, 0.626, -0.337], [-0.767, 0.614, -0.985], [-0.005, 0.101, -0.415], [0.036, -0.477, -0.028], [-0.544, 0.577, -0.340], [0.069, -0.210, -0.499], [1.442, 1.702, -0.166], [0.638, 0.161, 0.122], [0.167, 0.749, 0.015], [-0.570, 0.103, -0.115], [-0.332, -0.671, 0.224], [-0.301, -0.049, 0.407], [-0.331, -0.487, 0.321], [-1.055, -0.660, 0.111], [0.313, -0.398, -0.290], [-0.187, -0.052, -0.402], [-0.189, 0.422, -0.525], [0.606, -0.747, 0.263], [0.381, -0.595, 0.605], [-0.161, -0.896, -0.746], [-2.345, -0.369, -1.782], [-0.871, 0.978, 0.680], [0.069, 0.782, 0.029], [-0.286, -0.211, 0.262], [0.506, 0.402, -0.214], [0.994, -0.537, 0.418], [0.522, 0.505, 0.213], [0.884, 0.062, 0.040], [0.254, 0.029, 0.345], [0.116, -0.131, 0.207], [0.968, 0.828, 0.679], [0.716, -0.862, 1.943], [0.385, 0.180, -2.617], [0.274, -1.030, -1.630], [-0.708, 0.291, -0.360], [0.012, -0.309, -0.432], [-0.488, -0.556, -0.426], [-0.516, 0.449, -0.432], [-0.039, -0.651, 0.770], [-0.941, 0.463, 0.266], [0.106, 0.332, 1.133], [0.186, 0.905, 1.074], [1.781, -1.851, -0.544], [-0.038, 2.101, 0.182], [0.195, 0.283, -0.723], [0.001, -0.692, 0.158], [-0.193, 0.377, -0.315], [-1.579, -0.775, 0.511], [-0.152, -0.171, 0.268], [0.253, 0.496, -0.892], [-0.247, 0.014, 0.202], [-0.191, -0.178, 0.540], [-0.081, 0.003, 0.191], [0.342, 0.315, 0.380], [-0.006, 0.049, -0.346], [1.017, -0.486, -1.524], [0.099, 0.745, 0.336], [-1.175, -0.572, 0.131], [0.812, 0.271, -0.244], [-0.115, -0.238, 0.667], [-0.840, 0.229, 0.620], [-0.202, 0.669, -0.196], [0.182, -1.053, 0.697], [0.276, 0.388, 0.118], [-0.144, 0.216, 1.518], [-0.128, -0.656, -0.343], [-0.152, 0.349, -0.957], [0.149, 0.413, -0.373], [0.033, 0.147, -0.609], [0.145, -0.517, -0.280], [-0.179, 0.117, -0.233], [0.221, 0.500, 0.682], [0.080, -0.240, 0.193], [0.071, -0.220, 0.468], [1.627, 0.228, 0.231], [-0.339, 0.609, 0.005], [-2.778, 2.169, -0.035], [-0.348, -2.166, 0.283], [0.420, -1.871, 0.378], [0.506, -1.081, -0.310], [0.036, 1.007, 0.217], [0.900, 0.780, -0.717], [1.548, -0.408, 0.064], [0.099, 0.850, 0.377], [-0.780, -0.906, -0.932], [0.673, -0.584, -0.646], [-0.131, 0.682, 0.510], [-0.897, 0.209, 0.507], [-0.587, 0.016, 0.008], [0.119, 0.386, 0.067], [-2.162, -0.600, -0.737], [0.987, 0.227, 0.031], [-2.155, 0.533, 0.189], [3.556, -0.217, -1.435], [0.752, 0.394, 0.213], [0.879, -0.129, -0.346], [-0.778, -0.208, 1.114], [-0.963, 0.152, 0.185], [2.419, 1.398, -1.440], [-0.245, -0.605, 0.285], [0.685, -1.608, 1.688], [-2.551, -1.262, 1.757], [-0.412, 0.299, -0.684], [-1.312, 0.968, -0.953], [0.913, 0.629, -0.446], [0.524, 0.012, -0.253]]}